Here is a molecular structure, C12H14F5IMgN2OTe from the OMol25 dataset. Energies are from ωB97M-V with the def2-TZVPD basis set.

As for the net charge: 0. For the HOMO energy, the calculation gives -0.290 hartree.

Each line ends with the Löwdin charge.
Geometry (Å):
F 3.82212 -1.82597 0.89968  -0.356
H -1.46280 -4.52538 -1.20380  0.105
C -0.31896 1.22766 -3.32060  0.005
C -0.44662 0.07668 3.38612  -0.158
C -1.29214 -3.48239 -1.45426  -0.036
F 4.05144 0.98469 0.61247  -0.346
H -0.83929 0.15974 4.40904  0.108
C 0.10280 2.55498 -3.41759  -0.044
H -1.06206 1.93352 1.88086  0.005
O 1.09870 -1.15352 1.34385  -0.577
F 1.52811 1.31844 1.10053  -0.403
H 0.59626 -0.23705 3.48555  0.067
Mg -0.32837 0.28628 1.41443  0.205
H -0.50743 0.61387 -4.19491  0.101
H 0.24463 3.01318 -4.39209  0.110
H 0.33263 3.14541 -0.07694  0.112
H -0.73755 -2.93817 0.58522  0.115
H -1.30854 -1.16333 -3.95555  0.099
F 2.35815 -0.29398 -0.89904  -0.353
C -0.48586 0.64668 -2.04878  -0.196
C -0.59333 1.66771 2.84459  -0.170
C 0.12787 2.62577 -1.01517  -0.118
H 0.70087 4.29342 -2.23908  0.106
I -3.23113 0.13154 1.23171  0.067
H -1.31219 2.08209 3.56338  0.097
H -1.75477 -3.61649 -3.56939  0.108
C -1.45016 -2.97329 -2.74718  -0.050
C 0.34720 3.26616 -2.24040  -0.041
C -0.82077 -0.79520 -1.89399  -0.213
N -0.73105 -1.29839 -0.65931  0.035
H -1.12140 -0.66632 2.93260  0.009
C -1.20642 -1.61731 -2.97501  0.002
C -0.90115 -2.59758 -0.43822  -0.128
N -0.29460 1.36293 -0.92648  0.074
F 3.05777 0.01276 2.83996  -0.372
Te 2.68586 -0.29900 0.98533  1.940
H 0.35687 2.18925 3.00700  0.092